{
  "formula": "C4H12N3",
  "method": "ωB97M-V/def2-TZVPD",
  "symbols": ["H", "H", "H", "H", "H", "H", "C", "H", "H", "N", "C", "N", "H", "H", "N", "H", "C", "H", "C"],
  "coordinates": [[0.5792, -0.3684, -1.6769], [1.5015, -0.6602, 3.1082], [2.2755, 1.3547, -1.0540], [0.3676, 2.0090, 0.9353], [-2.4443, -0.8100, -1.7180], [-3.3317, -0.9215, -0.1169], [-1.5767, 1.1241, 0.2940], [1.3499, -1.4896, -0.6773], [3.0311, -0.2200, -0.8600], [-0.0434, -0.0882, 0.2848], [-2.4096, -0.9997, -0.7136], [-1.4573, -0.0880, -0.1697], [1.2015, -0.2539, 2.5143], [2.3938, 0.6533, 0.5562], [-0.2757, 1.2426, 0.6872], [-2.0161, -2.0647, -0.5206], [1.0506, -0.4096, -0.6496], [-2.5036, 1.5732, 0.2591], [2.3076, 0.4171, -0.4828]],
  "forces_ev_per_a": [[0.77, 0.65, 0.68], [-0.44, 0.67, -0.92], [0.04, -0.29, 0.13], [-0.50, -0.91, -0.24], [-0.76, 0.19, -2.56], [0.17, 0.12, -0.66], [2.15, -0.78, -0.17], [-0.70, 0.73, 1.23], [2.02, -0.70, -0.33], [-0.57, -1.63, 0.34], [0.99, -3.08, 3.09], [2.95, 1.20, 1.04], [0.48, -0.71, 1.02], [0.77, -0.05, 0.71], [-1.77, 0.79, -0.71], [-0.62, 1.56, -0.44], [-1.21, -1.06, -2.74], [-1.40, 1.96, 0.73], [-2.36, 1.34, -0.21]],
  "mulliken_charge": [0.301, 0.254, 0.319, 0.259, 0.357, 0.337, -0.129, 0.318, 0.372, 0.260, -0.736, -0.118, -0.247, 0.310, -0.290, 0.313, -0.289, 0.508, -1.101],
  "energy_ev": -8801.4599,
  "relative_energy_kcal_mol": 144.7,
  "homo_ev": -14.27,
  "total_charge": 1
}


{
  "formula": "C3H3O3",
  "method": "ωB97M-V/def2-TZVPD",
  "symbols": ["O", "C", "C", "C", "H", "O", "H", "H", "O"],
  "coordinates": [[2.3804, -0.6373, -0.3820], [0.0070, -0.1248, 0.1912], [1.2074, -0.5670, -0.1116], [-2.1343, -0.2012, -0.4631], [-0.4668, -0.1976, 1.2614], [-0.9600, 0.3684, -0.6130], [-2.8138, 0.1332, -1.2205], [2.7080, -1.4129, -0.6818], [-2.2975, -0.9641, 0.4088]],
  "forces_ev_per_a": [[-0.27, 4.87, 1.56], [-0.46, -0.11, 2.63], [-3.52, 0.91, 0.06], [-1.52, -0.46, 0.22], [1.73, -0.49, -1.43], [3.82, 1.48, -2.27], [-0.62, 0.31, -0.43], [1.96, -4.95, -1.65], [-1.13, -1.57, 1.31]],
  "mulliken_charge": [-0.181, -0.192, 0.675, 0.226, 0.340, -0.269, 0.397, 0.413, -0.408],
  "energy_ev": -9290.1123,
  "relative_energy_kcal_mol": 64.8,
  "homo_ev": -16.00,
  "total_charge": 1
}